Version a
# C15H18O

A 2-piece molecular cluster, C15H18O overall (ωB97M-V/def2-TZVPD, the Open Molecules 2025 dataset).

Geometry as XYZ:
```
34
C15H18O ωB97M-V/def2-TZVPD
C -0.879 -0.607 -0.985
C -0.974 -1.650 -2.061
C -2.321 -0.243 -0.528
C -3.187 -1.160 0.071
C -2.712 1.079 -0.781
C -4.412 -0.769 0.362
C -4.015 1.531 -0.361
C -4.786 0.593 0.295
O -5.946 1.119 0.745
H -0.313 -0.896 -0.102
H -0.484 0.284 -1.472
H -1.973 -2.252 -2.242
H -3.056 -2.157 0.113
H -2.036 1.724 -1.284
H -5.200 -1.477 0.720
H -4.318 2.480 -0.372
H -6.303 0.538 1.420
H -0.156 -2.371 -1.878
H -0.557 -1.453 -3.096
C 6.392 0.300 -0.317
C 3.018 -1.063 0.328
C 2.462 -0.033 1.075
C 4.303 -0.975 -0.097
C 5.097 0.108 0.236
C 3.272 1.015 1.573
C 4.613 1.115 1.141
H 2.330 -1.816 -0.020
H 1.453 -0.146 1.363
H 4.671 -1.796 -0.789
H 2.818 1.690 2.146
H 6.558 -0.445 -1.182
H 7.215 0.373 0.478
H 5.147 2.082 1.414
H 6.526 1.243 -0.887
```

Summary:
SMILES: CCc1ccc(O)cc1.Cc1ccccc1
spin multiplicity: 1
E_HOMO: -8.26 eV
frontier orbital gap: 9.1 eV



Version b
# C15H18O

A 2-piece molecular cluster, C15H18O overall (ωB97M-V/def2-TZVPD, the Open Molecules 2025 dataset).

Geometry as XYZ:
```
34
C15H18O ωB97M-V/def2-TZVPD
C 0.891 -2.556 -0.585
C 0.017 -3.705 -0.912
C -0.191 -1.622 0.113
C -0.818 -0.857 -0.717
C -0.195 -1.700 1.539
C -2.076 -0.285 -0.212
C -1.306 -0.994 2.019
C -2.354 -0.396 1.179
O -3.489 0.088 1.835
H 1.710 -2.825 0.044
H 1.349 -2.207 -1.467
H -0.552 -4.013 -0.039
H -0.570 -0.570 -1.701
H 0.567 -2.195 2.274
H -2.933 0.135 -0.774
H -1.563 -1.006 3.144
H -4.035 0.480 1.018
H 0.480 -4.559 -1.407
H -0.704 -3.343 -1.756
C -0.588 2.044 -1.939
C 3.061 1.868 0.490
C 1.784 2.136 1.063
C 3.018 1.620 -0.902
C 0.613 2.103 0.320
C 1.798 1.298 -1.663
C 0.635 1.758 -1.067
H 3.965 2.255 1.176
H 1.709 2.392 2.135
H 3.956 1.332 -1.409
H -0.292 2.248 0.813
H 1.786 0.660 -2.567
H -0.797 3.109 -2.069
H -1.428 1.423 -1.500
H -0.474 1.704 -2.948
```

Summary:
SMILES: CCc1ccc(O)cc1.Cc1ccccc1
spin multiplicity: 1
E_HOMO: -8.35 eV
frontier orbital gap: 9.1 eV



Version c
# C15H18O

A 2-piece molecular cluster, C15H18O overall (ωB97M-V/def2-TZVPD, the Open Molecules 2025 dataset).

Geometry as XYZ:
```
34
C15H18O ωB97M-V/def2-TZVPD
C 0.177 4.143 -3.202
C 0.349 0.569 -1.010
C 1.462 1.293 -1.405
C -0.858 1.056 -1.395
C 1.466 2.364 -2.186
C -1.008 2.216 -2.257
C 0.170 2.767 -2.637
H 0.523 -0.208 -0.232
H 2.471 0.879 -1.041
H -1.763 0.609 -1.089
H 2.193 3.122 -2.743
H -1.955 2.644 -2.562
H 0.088 4.824 -2.437
H -0.604 4.345 -3.907
H 1.095 4.199 -3.856
C -2.076 -1.760 2.403
C -1.941 -1.029 3.821
C -0.671 -1.863 1.718
C 0.547 -1.166 1.968
C -0.667 -2.909 0.741
C 1.687 -1.306 1.263
C 0.495 -3.023 0.069
C 1.617 -2.255 0.278
O 2.528 -2.347 -0.667
H -2.300 -2.827 2.665
H -2.894 -1.364 1.755
H -2.987 -0.700 4.080
H 0.445 -0.341 2.672
H -1.440 -3.660 0.599
H 2.465 -0.556 1.450
H 0.686 -3.801 -0.677
H 3.467 -2.094 -0.531
H -1.265 -0.106 3.741
H -1.501 -1.716 4.611
```

Summary:
SMILES: CCc1ccc(O)cc1.Cc1ccccc1
spin multiplicity: 1
E_HOMO: -8.21 eV
frontier orbital gap: 9.0 eV



Verdict on stability: version a comes out on top.



Version a
# C15H18O

A 2-piece molecular cluster, C15H18O overall (ωB97M-V/def2-TZVPD, the Open Molecules 2025 dataset).

Geometry as XYZ:
```
34
C15H18O ωB97M-V/def2-TZVPD
C -2.481 -1.979 -1.465
C -3.648 -2.005 -2.454
C -1.860 -0.617 -1.097
C -1.325 0.114 -2.126
C -2.089 -0.076 0.222
C -0.913 1.384 -1.968
C -1.708 1.292 0.300
C -1.113 1.954 -0.768
O -0.665 3.269 -0.626
H -2.878 -2.553 -0.565
H -1.649 -2.732 -1.731
H -4.603 -2.365 -1.864
H -1.530 -0.286 -3.077
H -2.424 -0.584 1.082
H -0.399 1.822 -2.686
H -1.790 1.860 1.231
H 0.037 3.477 0.155
H -3.578 -2.852 -3.180
H -3.774 -1.128 -3.093
C 0.841 -1.144 1.828
C 2.993 -0.641 0.786
C 1.941 -0.263 1.869
C 4.085 0.241 0.610
C 4.206 1.375 1.334
C 2.137 0.949 2.449
C 3.267 1.754 2.235
H 3.070 -1.570 0.248
H 4.870 -0.189 -0.140
H 0.742 -2.285 1.701
H 0.112 -0.850 1.083
H 4.979 1.942 1.098
H 1.255 1.230 3.112
H 3.452 2.696 2.657
H 0.439 -1.239 2.840
```

Summary:
SMILES: CCc1ccc(O)cc1.Cc1ccccc1
spin multiplicity: 1
E_HOMO: -8.62 eV
frontier orbital gap: 9.3 eV



Version b
# C15H18O

A 2-piece molecular cluster, C15H18O overall (ωB97M-V/def2-TZVPD, the Open Molecules 2025 dataset).

Geometry as XYZ:
```
34
C15H18O ωB97M-V/def2-TZVPD
C -2.709 -0.770 -2.417
C -3.002 0.659 -2.783
C -2.605 -1.079 -0.924
C -3.130 -0.183 -0.005
C -1.954 -2.229 -0.484
C -2.950 -0.464 1.358
C -1.825 -2.513 0.861
C -2.235 -1.549 1.793
H -3.398 -1.490 -2.850
H -1.781 -1.157 -2.841
H -2.115 1.250 -2.624
H -3.705 0.693 -0.227
H -1.685 -2.904 -1.279
H -3.391 0.245 2.056
H -1.478 -3.476 1.217
H -1.808 -1.698 2.767
H -3.897 1.064 -2.323
H -3.133 0.761 -3.862
C 2.066 3.764 0.273
C 2.335 2.279 0.365
C 3.520 1.746 -0.111
C 1.352 1.431 0.868
C 3.805 0.389 0.055
C 1.594 0.072 0.970
C 2.804 -0.439 0.530
O 2.955 -1.803 0.640
H 1.841 4.118 1.285
H 1.170 3.983 -0.311
H 4.203 2.240 -0.797
H 0.407 1.781 1.242
H 4.759 -0.045 -0.221
H 0.867 -0.567 1.453
H 3.699 -2.109 0.096
H 2.927 4.317 -0.074
```

Summary:
SMILES: Cc1ccc(O)cc1.CCc1ccccc1
spin multiplicity: 1
E_HOMO: -8.30 eV
frontier orbital gap: 9.1 eV



Verdict on stability: version b comes out on top.



Version a
# C4H11N2

An isolated ion of composition C4H11N2 and charge +1 (ωB97M-V/def2-TZVPD, the Open Molecules 2025 dataset).

Geometry as XYZ:
```
17
C4H11N2 ωB97M-V/def2-TZVPD
C -2.197 0.278 0.484
C -1.137 -0.834 0.391
C 0.214 -0.242 0.092
C 0.787 -0.371 -1.095
N 2.128 0.261 -1.220
N 1.002 0.311 1.146
H -2.108 1.072 -0.255
H -2.127 0.746 1.469
H -3.190 -0.157 0.441
H -1.389 -1.523 -0.416
H -1.119 -1.392 1.325
H 0.292 -0.505 -2.052
H 2.050 1.089 -1.812
H 2.381 0.583 -0.268
H 2.870 -0.328 -1.599
H 0.890 -0.228 2.000
H 0.652 1.242 1.370
```

Summary:
SMILES: CC/C(N)=C/[NH3+]
spin multiplicity: 1
E_HOMO: -14.38 eV
frontier orbital gap: 11.0 eV
net charge: +1



Version b
# C4H11N2

An isolated ion of composition C4H11N2 and charge +1 (ωB97M-V/def2-TZVPD, the Open Molecules 2025 dataset).

Geometry as XYZ:
```
17
C4H11N2 ωB97M-V/def2-TZVPD
C 1.726 0.785 -0.562
C -1.858 0.708 -0.205
C 0.647 -1.527 0.061
C -0.657 0.619 0.738
N 1.656 0.552 0.856
N 0.483 -0.128 0.199
H 1.413 1.734 -0.899
H 2.131 -0.015 -1.171
H -1.668 0.839 -1.333
H -2.346 -0.337 -0.324
H -2.600 1.471 0.004
H 0.907 -2.069 0.958
H -0.196 -2.076 -0.347
H 1.382 -1.719 -0.715
H -0.947 0.250 1.665
H -0.354 1.612 1.023
H 2.259 -0.148 1.269
```

Summary:
SMILES: CC[N@@+]1(C)CN1
spin multiplicity: 1
E_HOMO: -15.64 eV
frontier orbital gap: 11.6 eV
net charge: +1



Verdict on stability: version a comes out on top.



Version a
# C4H11N2

An isolated ion of composition C4H11N2 and charge +1 (ωB97M-V/def2-TZVPD, the Open Molecules 2025 dataset).

Geometry as XYZ:
```
17
C4H11N2 ωB97M-V/def2-TZVPD
C -0.424 -0.977 2.050
C 0.292 -1.367 0.741
C 0.128 -0.291 -0.288
C 0.874 0.804 -0.331
N 0.612 1.920 -1.151
N -1.163 -0.180 -1.011
H -0.087 0.005 2.383
H -1.495 -0.916 1.828
H -0.259 -1.707 2.839
H 1.366 -1.507 0.887
H -0.037 -2.351 0.392
H 1.611 0.872 0.476
H 1.233 1.968 -1.956
H 0.882 2.762 -0.645
H -1.835 -0.938 -0.954
H -1.658 0.729 -0.973
H -0.991 -0.044 -2.024
```

Summary:
SMILES: CC/C([NH3+])=C/N
spin multiplicity: 1
E_HOMO: -13.88 eV
frontier orbital gap: 10.3 eV
net charge: +1



Version b
# C4H11N2

A 2-piece molecular cluster, C4H11N2 overall (ωB97M-V/def2-TZVPD, the Open Molecules 2025 dataset).

Geometry as XYZ:
```
17
C4H11N2 ωB97M-V/def2-TZVPD
C -1.176 -0.375 1.007
C 0.219 -0.059 0.760
C 1.628 -0.015 0.838
C -0.979 1.879 -0.588
N -0.539 0.895 0.398
N 0.407 -1.738 -1.016
H -1.571 -1.084 0.417
H -1.653 -0.260 1.960
H 1.892 0.322 1.775
H 2.056 0.709 0.176
H 2.140 -0.925 0.513
H -1.865 1.444 -1.040
H -1.316 2.867 -0.056
H -0.308 2.137 -1.316
H -0.271 -1.210 -1.604
H 0.050 -2.682 -0.707
H 1.287 -1.905 -1.518
```

Summary:
spin multiplicity: 1
E_HOMO: -14.65 eV
frontier orbital gap: 11.0 eV
net charge: +1



Version c
# C4H11N2

A 2-piece molecular cluster, C4H11N2 overall (ωB97M-V/def2-TZVPD, the Open Molecules 2025 dataset).

Geometry as XYZ:
```
17
C4H11N2 ωB97M-V/def2-TZVPD
C -1.040 1.970 -0.194
C 0.425 1.036 -1.937
C -0.505 -1.269 1.903
C 1.433 -1.486 0.489
N -0.275 1.095 -0.666
N 0.445 -0.805 0.952
H -1.284 2.818 -0.814
H 0.395 -0.086 -2.121
H 0.026 1.612 -2.754
H 1.394 1.302 -1.807
H -1.541 -1.253 1.482
H -0.473 -0.435 2.645
H -0.312 -2.240 2.211
H 1.994 -2.324 0.785
H -1.435 2.083 0.824
H 2.127 -0.986 -0.155
H 0.011 0.254 -0.037
```

Summary:
spin multiplicity: 1
E_HOMO: -14.45 eV
frontier orbital gap: 10.3 eV
net charge: +1



Verdict on stability: version a comes out on top.